No. 1
{
  "formula": "C17H13BF4MnN4S4Sb",
  "method": "wB97M-V/def2-TZVPD",
  "total_charge": -1,
  "max_force_ev_per_a": 4.1,
  "homo_ev": [-4.96, -4.96],
  "de_lowest_kj_mol": 4.6,
  "s2": 4.102,
  "spin_multiplicity": 4,
  "symbols": ["Mn", "C", "C", "C", "C", "C", "C", "N", "C", "C", "C", "C", "C", "C", "N", "N", "C", "C", "C", "C", "C", "N", "H", "H", "H", "H", "H", "H", "H", "H", "H", "H", "H", "H", "H", "S", "Sb", "S", "S", "S", "F", "B", "F", "F", "F"],
  "xyz": [[-0.2070, 0.0040, 0.7850], [-3.3958, 0.1445, -3.7472], [-2.5124, 1.2087, -3.6736], [-1.4132, 1.1452, -2.8338], [-1.2048, 0.0134, -2.0508], [-2.0832, -1.0651, -2.1378], [-3.1726, -0.9948, -2.9867], [-0.1228, -0.0314, -1.1374], [1.1317, 0.0901, -1.5708], [1.5537, 0.0338, -2.9269], [2.8795, 0.1580, -3.2224], [3.8541, 0.3669, -2.2152], [3.4919, 0.4106, -0.9004], [2.1353, 0.2519, -0.5627], [1.6135, 0.2509, 0.6815], [2.3330, 0.3731, 1.7396], [1.5455, 0.3164, 2.8606], [2.1113, 0.4626, 4.1251], [1.2909, 0.4083, 5.2306], [-0.0713, 0.1899, 5.0565], [-0.5695, 0.0484, 3.7774], [0.2090, 0.1218, 2.6965], [-4.2686, 0.2091, -4.3843], [-2.6924, 2.1058, -4.2510], [-0.7358, 1.9850, -2.7391], [-1.8950, -1.9489, -1.5417], [-3.8570, -1.8319, -3.0394], [0.8135, -0.1318, -3.6964], [3.1996, 0.0903, -4.2545], [4.8927, 0.4826, -2.4945], [4.2145, 0.5621, -0.1109], [3.1787, 0.6180, 4.1850], [1.6993, 0.5400, 6.2239], [-0.7520, 0.1444, 5.8928], [-1.6240, -0.1071, 3.6024], [-2.9842, 2.9247, 3.2849], [-2.6305, 2.2149, 1.1483], [-2.4240, -0.1901, 1.0608], [-0.2694, 2.3320, 0.6559], [-3.9564, 3.0433, -0.5030], [1.3352, -3.7254, 0.1439], [0.1440, -3.4881, 0.7933], [-0.9571, -3.9117, 0.0897], [0.1528, -3.8747, 2.1120], [0.0190, -1.9495, 0.8348]],
  "lowdin_spin": [3.126, 0.000, 0.001, 0.003, 0.012, 0.003, 0.001, 0.060, 0.021, 0.024, 0.006, 0.045, -0.011, 0.044, -0.033, -0.099, 0.001, -0.022, 0.003, -0.024, 0.001, -0.039, 0.000, 0.000, 0.001, 0.000, 0.000, 0.001, -0.001, 0.003, -0.002, -0.001, 0.001, -0.001, 0.003, 0.016, 0.006, 0.023, -0.238, 0.016, 0.000, 0.003, 0.001, 0.001, 0.043]
}

---

No. 2
{
  "formula": "C17H13ClIN5OPdS",
  "method": "wB97M-V/def2-TZVPD",
  "total_charge": 2,
  "max_force_ev_per_a": 0.1,
  "homo_ev": -13.49,
  "spin_multiplicity": 1,
  "symbols": ["Pd", "C", "C", "N", "N", "C", "N", "S", "C", "C", "C", "C", "C", "N", "H", "H", "H", "H", "H", "H", "H", "H", "H", "Cl", "C", "C", "C", "I", "C", "O", "C", "N", "C", "C", "C", "C", "H", "H", "H", "H"],
  "xyz": [[0.1748, 0.5221, -0.7035], [-2.7909, 3.4148, 0.1553], [-1.5582, 2.5994, -0.0190], [-1.5525, 1.4209, -0.5493], [-2.7149, 0.8669, -0.9856], [-2.5559, -0.3041, -1.5402], [-3.6348, -0.9359, -2.0073], [-1.0098, -1.1223, -1.7247], [-0.2418, 3.1048, 0.4097], [-0.0657, 4.3439, 0.9972], [1.2133, 4.7402, 1.3669], [2.2783, 3.8889, 1.1392], [2.0300, 2.6610, 0.5469], [0.8074, 2.2786, 0.1942], [-3.6513, 2.8959, -0.2499], [-2.6777, 4.3747, -0.3517], [-2.9595, 3.6147, 1.2155], [-4.5331, -0.4842, -1.9564], [-3.5548, -1.8109, -2.4926], [-0.9134, 4.9921, 1.1630], [1.3703, 5.7065, 1.8265], [3.2880, 4.1611, 1.4097], [2.8308, 1.9620, 0.3444], [3.6975, -5.8385, -0.5957], [3.2458, -4.2348, -0.6716], [3.8692, -3.4422, -1.6649], [3.5473, -2.1277, -1.8150], [4.4176, -0.9463, -3.2092], [2.4676, -1.5318, -0.9564], [2.0409, -0.4241, -1.2063], [1.9232, -2.3650, 0.1563], [1.1088, -1.7530, 0.9851], [0.5728, -2.4762, 1.9747], [0.8332, -3.8297, 2.1555], [1.7071, -4.4648, 1.2936], [2.2863, -3.7161, 0.2631], [4.6082, -3.9114, -2.3001], [-0.0929, -1.9463, 2.6444], [0.3631, -4.3686, 2.9657], [1.9405, -5.5135, 1.4169]],
  "nbo_charge": [0.780, -0.687, 0.270, -0.190, -0.411, 0.319, -0.754, -0.205, 0.154, -0.199, -0.114, -0.228, 0.084, -0.472, 0.277, 0.253, 0.252, 0.426, 0.418, 0.250, 0.251, 0.252, 0.210, 0.267, 0.215, -0.325, -0.128, 0.506, 0.510, -0.465, 0.139, -0.365, 0.128, -0.207, -0.059, -0.193, 0.281, 0.235, 0.266, 0.259]
}

---

No. 3
{
  "formula": "C17H13Co2O7",
  "method": "wB97M-V/def2-TZVPD",
  "total_charge": 1,
  "max_force_ev_per_a": 6.3,
  "homo_ev": -11.74,
  "spin_multiplicity": 1,
  "symbols": ["O", "C", "Co", "C", "O", "C", "O", "C", "C", "C", "C", "C", "C", "C", "C", "C", "Co", "C", "O", "C", "O", "C", "O", "H", "H", "H", "H", "H", "H", "H", "C", "C", "O", "H", "H", "H", "H", "H", "H"],
  "xyz": [[-0.7848, -5.3296, 2.4259], [-0.2422, -4.6379, 1.6801], [0.6863, -3.6342, 0.5529], [1.9102, -4.6289, -0.2632], [2.7557, -5.2631, -0.7341], [-0.5858, -3.3179, -0.6278], [-1.3226, -3.2924, -1.5323], [1.5509, -1.8165, 0.8901], [0.9330, -0.5929, 0.5281], [1.3460, 0.6984, 0.0992], [1.3125, 1.2041, -1.2536], [2.0024, 0.6104, -2.3664], [1.7788, 1.0972, -3.6503], [0.9320, 2.1933, -3.8605], [0.4537, 2.9245, -2.7641], [0.7069, 2.4855, -1.4682], [0.2439, -1.3464, 2.0205], [-0.8486, -2.3943, 2.9242], [-1.4834, -2.9169, 3.7502], [-0.6155, -1.0274, 0.4621], [-1.4211, -0.6456, -0.3457], [0.7605, -0.3146, 3.3495], [1.0248, 0.4667, 4.1742], [2.6246, -1.9598, 1.0087], [2.0664, 1.1741, 0.7893], [2.6529, -0.2564, -2.1785], [2.3236, 0.6456, -4.4861], [0.7429, 2.5252, -4.8771], [-0.1751, 3.8138, -2.9357], [0.4545, 3.1242, -0.6071], [-3.2560, 2.3864, 1.5938], [-2.0309, 2.4900, 0.6807], [-0.8996, 1.6781, 0.9904], [-4.0749, 3.0171, 1.2186], [-3.6332, 1.3594, 1.6457], [-3.0469, 2.7320, 2.6144], [-2.3510, 2.2010, -0.3329], [-1.6338, 3.5181, 0.6417], [-0.8568, 1.0300, 0.2431]],
  "nbo_charge": [-0.415, 0.435, 0.264, 0.608, -0.406, 0.468, -0.426, -0.480, -0.340, 0.280, -0.216, -0.138, -0.209, -0.134, -0.214, -0.136, 0.008, 0.578, -0.415, 0.501, -0.499, 0.587, -0.405, 0.219, 0.241, 0.231, 0.245, 0.239, 0.245, 0.246, -0.636, -0.066, -0.752, 0.233, 0.214, 0.219, 0.171, 0.175, 0.482]
}

---

No. 4
{
  "formula": "C17H13IrN6OS5",
  "method": "wB97M-V/def2-TZVPD",
  "max_force_ev_per_a": 5.1,
  "homo_ev": [-7.86, -8.17],
  "de_lowest_kj_mol": 0.0,
  "s2": 6.021,
  "spin_multiplicity": 5,
  "symbols": ["Ir", "S", "C", "S", "C", "C", "N", "C", "N", "N", "C", "N", "C", "C", "O", "C", "C", "H", "H", "H", "H", "H", "H", "H", "H", "S", "C", "S", "C", "N", "N", "C", "C", "C", "C", "C", "C", "S", "H", "H", "H", "H", "H"],
  "xyz": [[1.6890, -0.5552, -1.1298], [1.2925, -2.6854, -2.0061], [2.6372, -2.3450, -3.0390], [3.6029, -1.1245, -2.3193], [2.7636, -2.8584, -4.3347], [3.7371, -2.3747, -5.2348], [4.5535, -2.0308, -6.0338], [1.7347, -3.6577, -4.9202], [0.9744, -4.3607, -5.4889], [0.8680, 0.9581, -1.9427], [0.2485, 1.6320, -2.6707], [-0.4167, 2.6155, -3.1986], [-1.1610, 2.4851, -4.4212], [-2.5986, 2.9777, -4.2029], [-2.6253, 4.3037, -3.6147], [-1.9263, 4.2727, -2.3525], [-0.4548, 3.9516, -2.6290], [-1.1196, 1.4342, -4.7948], [-0.6775, 3.1703, -5.1240], [-3.1307, 2.2852, -3.5111], [-3.1637, 3.0788, -5.1636], [-2.3432, 3.4886, -1.6952], [-2.0722, 5.2364, -1.8690], [0.2051, 4.0523, -1.7670], [-0.0903, 4.6759, -3.3805], [3.0872, -2.1592, 5.5238], [2.1992, -1.5884, 4.1754], [3.0371, -1.0522, 2.7291], [1.5191, -0.5212, 1.9799], [0.4735, -0.9649, 2.6628], [0.8506, -1.4856, 3.9024], [-0.2071, -1.6676, 4.8764], [0.0032, -1.5356, 6.2703], [-0.9745, -1.9384, 7.1552], [-2.2292, -2.2732, 6.6529], [-2.5179, -2.1617, 5.3113], [-1.4851, -1.9323, 4.4183], [1.6938, 0.6686, 0.6757], [0.9847, -1.2425, 6.6169], [-0.8047, -1.9515, 8.2365], [-2.9723, -2.6130, 7.3635], [-3.5421, -2.2251, 4.9315], [-1.6420, -1.9820, 3.3621]],
  "lowdin_spin": [2.121, 0.428, 0.077, 0.453, 0.030, 0.008, 0.014, 0.009, 0.014, 0.152, 0.094, 0.032, 0.005, 0.001, 0.000, 0.001, 0.005, 0.000, 0.001, 0.000, 0.000, 0.000, 0.000, 0.000, 0.001, 0.009, 0.003, 0.016, 0.054, 0.055, 0.014, 0.000, 0.001, 0.000, 0.001, 0.000, 0.001, 0.399, 0.000, 0.000, 0.000, 0.000, 0.000]
}

---

No. 5
{
  "formula": "C17H13N2O2PdS4",
  "method": "wB97M-V/def2-TZVPD",
  "total_charge": -1,
  "max_force_ev_per_a": 1.2,
  "homo_ev": [-3.05, -4.74],
  "de_lowest_kj_mol": 26.5,
  "s2": 2.040,
  "spin_multiplicity": 3,
  "symbols": ["Pd", "C", "C", "C", "C", "C", "C", "C", "S", "O", "O", "N", "C", "C", "C", "C", "C", "C", "C", "C", "N", "C", "H", "H", "H", "H", "H", "H", "H", "H", "H", "H", "H", "H", "H", "S", "C", "S", "S"],
  "xyz": [[0.0375, -0.1679, 0.0312], [4.4233, -2.9757, -5.3351], [4.1066, -2.5491, -3.9249], [2.9104, -2.9191, -3.3180], [2.6080, -2.5201, -2.0250], [3.5199, -1.7397, -1.3296], [4.7203, -1.3553, -1.9137], [5.0059, -1.7623, -3.2073], [3.1476, -1.2417, 0.3252], [4.3780, -0.8112, 0.9381], [2.4257, -2.3026, 0.9452], [2.0904, 0.0188, 0.0707], [2.5148, 1.3240, -0.0524], [3.8962, 1.7772, -0.1783], [4.1738, 3.0995, -0.3104], [3.1415, 4.0576, -0.3235], [1.7862, 3.6874, -0.2174], [0.7356, 4.6132, -0.2326], [-0.5945, 4.1315, -0.1327], [-0.8217, 2.8010, -0.0367], [0.1907, 1.8685, -0.0192], [1.4737, 2.2998, -0.0946], [3.7805, -3.7965, -5.6525], [5.4618, -3.2979, -5.4234], [4.2759, -2.1470, -6.0313], [2.2034, -3.5360, -3.8618], [1.6734, -2.8096, -1.5577], [5.4262, -0.7616, -1.3471], [5.9467, -1.4724, -3.6646], [4.6960, 1.0661, -0.1382], [5.2049, 3.4167, -0.4011], [3.3802, 5.1112, -0.4235], [0.9488, 5.6706, -0.3281], [-1.4352, 4.8121, -0.1404], [-1.8230, 2.4036, 0.0288], [-3.4601, -2.9629, 0.2971], [-2.1552, -1.9723, 0.1273], [-2.2234, -0.2431, -0.0517], [-0.4957, -2.4249, 0.0952]],
  "lowdin_spin": [0.068, 0.001, 0.005, -0.001, 0.005, 0.005, 0.005, 0.000, 0.029, 0.003, 0.006, 0.268, 0.175, 0.202, 0.069, 0.294, 0.022, 0.261, 0.090, 0.148, 0.214, 0.074, 0.000, 0.000, 0.000, 0.000, 0.000, 0.001, 0.000, 0.009, -0.002, 0.014, 0.014, 0.001, 0.006, 0.018, 0.001, 0.000, -0.006]
}

---

No. 6
{
  "formula": "C17H13N2O6SV",
  "method": "wB97M-V/def2-TZVPD",
  "max_force_ev_per_a": 1.2,
  "homo_ev": [-8.51, -8.62],
  "de_lowest_kj_mol": 0.0,
  "s2": 2.019,
  "spin_multiplicity": 3,
  "symbols": ["V", "C", "O", "C", "C", "C", "C", "C", "C", "N", "N", "C", "C", "O", "C", "C", "C", "C", "C", "C", "C", "C", "H", "H", "H", "H", "H", "H", "H", "H", "H", "H", "H", "H", "H", "O", "S", "O", "O", "O"],
  "xyz": [[-0.7735, 1.8436, -0.6271], [-2.6831, 3.3738, 1.3570], [-1.7303, 2.3072, 1.1510], [-1.1230, 1.7144, 2.2530], [-1.2951, 2.1469, 3.5535], [-0.6177, 1.4831, 4.5695], [0.2184, 0.4142, 4.2871], [0.3898, -0.0100, 2.9791], [-0.2783, 0.6448, 1.9565], [-0.1568, 0.3270, 0.5806], [0.2858, -0.8243, 0.2997], [0.3083, -1.2206, -1.0005], [-0.4161, -0.5828, -2.0373], [-1.1489, 0.4878, -1.8905], [-0.4101, -1.1737, -3.3353], [0.2803, -2.3101, -3.5846], [1.0164, -2.9861, -2.5660], [1.7213, -4.1721, -2.8452], [2.4189, -4.8168, -1.8579], [2.4283, -4.2856, -0.5603], [1.7524, -3.1272, -0.2665], [1.0262, -2.4511, -1.2645], [-3.5346, 2.9813, 1.9094], [-2.9595, 3.7070, 0.3622], [-2.2037, 4.1920, 1.8903], [-1.9497, 2.9736, 3.7849], [-0.7475, 1.8154, 5.5903], [0.7447, -0.0869, 5.0876], [1.0422, -0.8352, 2.7333], [-0.9706, -0.6607, -4.1044], [0.2819, -2.7310, -4.5832], [1.7023, -4.5640, -3.8548], [2.9605, -5.7277, -2.0744], [2.9802, -4.7920, 0.2211], [1.7750, -2.7259, 0.7359], [0.2495, 5.2050, -1.0432], [-0.0539, 4.0588, -1.8421], [0.2321, 4.0997, -3.2374], [-1.4585, 3.5214, -1.5436], [0.6965, 2.7869, -1.1830]],
  "lowdin_spin": [1.902, 0.003, 0.005, -0.001, 0.001, -0.005, 0.001, -0.005, 0.003, -0.025, 0.029, 0.005, 0.024, 0.020, -0.003, 0.015, 0.000, 0.003, -0.001, 0.003, -0.001, 0.003, 0.000, 0.000, 0.000, 0.000, 0.000, 0.000, 0.000, 0.000, 0.001, 0.000, 0.000, 0.000, 0.000, 0.000, 0.012, 0.004, 0.028, -0.020]
}

---

No. 7
{
  "formula": "C17H13N3",
  "method": "wB97M-V/def2-TZVPD",
  "max_force_ev_per_a": 4.7,
  "homo_ev": -7.81,
  "smiles": "CN1c2ccccc2C(C(C#N)C#N)c2ccccc21",
  "spin_multiplicity": 1,
  "symbols": ["C", "N", "C", "C", "C", "C", "C", "C", "C", "C", "C", "C", "C", "C", "C", "H", "H", "H", "H", "H", "H", "H", "H", "H", "H", "H", "H", "C", "C", "N", "C", "N", "H"],
  "xyz": [[-2.9734, 0.8247, -0.7041], [-1.6015, 0.3854, -0.3502], [-0.5426, 1.1757, -0.7791], [-0.7449, 2.3777, -1.5371], [0.3310, 3.1180, -2.0175], [1.6456, 2.6680, -1.8102], [1.8523, 1.5185, -1.0355], [0.7825, 0.7528, -0.5846], [1.1186, -0.4900, 0.0603], [-0.0420, -1.2970, 0.4151], [-1.3740, -0.8638, 0.2344], [-2.4227, -1.7958, 0.5676], [-2.1176, -3.0522, 1.1013], [-0.7777, -3.4530, 1.2597], [0.2376, -2.5397, 0.9727], [-3.6816, 0.0960, -0.3253], [-3.1625, 1.8058, -0.2531], [-3.0585, 0.8954, -1.8002], [-1.7579, 2.7327, -1.7265], [0.1674, 4.0121, -2.6228], [2.4961, 3.2305, -2.1781], [2.8930, 1.1749, -0.8064], [2.0579, -1.1153, -0.3737], [-3.4723, -1.5226, 0.4343], [-2.9322, -3.7454, 1.3098], [-0.5585, -4.4316, 1.6669], [1.2959, -2.8346, 1.1453], [2.1811, -0.1558, 1.3401], [2.3995, 1.2186, 1.7176], [2.4711, 2.3761, 1.9036], [3.4450, -0.8946, 1.4347], [4.4001, -1.5632, 1.3360], [1.4453, -0.6085, 2.0053]],
  "nbo_charge": [-0.401, -0.406, 0.264, -0.281, -0.181, -0.231, -0.138, -0.163, -0.156, -0.071, 0.185, -0.256, -0.181, -0.227, -0.196, 0.214, 0.210, 0.206, 0.218, 0.220, 0.221, 0.216, 0.242, 0.213, 0.221, 0.220, 0.221, -0.488, 0.285, -0.281, 0.276, -0.287, 0.312]
}

---

No. 8
{
  "formula": "C17H13NO4",
  "method": "wB97M-V/def2-TZVPD",
  "max_force_ev_per_a": 3.2,
  "homo_ev": -8.34,
  "de_lowest_kj_mol": 0.0,
  "smiles": "CC1(C)c2ccccc2-n2c1cc1oc(O)cc(=O)c1c2=O",
  "spin_multiplicity": 1,
  "symbols": ["O", "O", "O", "O", "C", "C", "C", "C", "C", "C", "C", "C", "C", "C", "C", "C", "C", "C", "N", "C", "C", "C", "H", "H", "H", "H", "H", "H", "H", "H", "H", "H", "H", "H", "H"],
  "xyz": [[0.4876, -3.4834, -2.9489], [0.8819, -2.7727, -0.2767], [-2.0850, -0.6011, -5.5966], [-1.7021, -0.1444, -3.3223], [-0.1989, -2.4874, -3.0136], [0.4260, -1.6861, -0.6669], [-1.5135, -0.9645, -4.4196], [-0.8066, -2.1270, -4.2858], [-1.1779, 0.6310, -1.1135], [-1.0304, -0.4033, -2.1501], [-0.2740, -1.5353, -1.9143], [-0.4220, 0.5103, 0.0248], [2.5407, -0.8593, 3.2735], [2.1288, 0.3529, 3.8384], [2.0595, -1.2623, 2.0203], [1.1602, 1.1516, 3.2320], [1.1162, -0.4388, 1.3839], [0.6748, 0.7197, 2.0156], [0.4630, -0.5707, 0.1780], [-1.6952, 1.4311, 1.9490], [0.1441, 2.8229, 0.7982], [-0.3446, 1.4313, 1.1980], [-2.0442, -1.3492, -6.2441], [-0.6192, -2.8454, -5.1035], [-1.9075, 1.4363, -1.2041], [3.2931, -1.4543, 3.8213], [2.5077, 0.7027, 4.7825], [2.4057, -2.1685, 1.5543], [0.8370, 2.0780, 3.7196], [-1.9993, 0.4095, 2.1066], [-2.4244, 1.9771, 1.3771], [-1.6301, 1.8837, 2.9414], [0.1731, 3.5334, 1.6555], [1.1316, 2.8032, 0.3244], [-0.5560, 3.2789, 0.0658]],
  "nbo_charge": [-0.544, -0.568, -0.658, -0.466, 0.488, 0.645, 0.651, -0.460, -0.374, 0.489, -0.325, 0.312, -0.209, -0.213, -0.215, -0.201, 0.206, -0.044, -0.420, -0.579, -0.588, -0.137, 0.510, 0.239, 0.241, 0.223, 0.212, 0.253, 0.218, 0.222, 0.211, 0.219, 0.220, 0.226, 0.213]
}